1.
Below is a molecular structure, C25H30ClN3O4 in a non-equilibrium geometry, with properties calculated with ωB97M-V/def2-TZVPD.

As for the HOMO-LUMO gap: 8.31 eV. The value obtained for the HOMO energy is -8.113 eV. The net charge is 0. The calculation puts the energy relative to the best compared isomer or geometry (same formula, charge and spin) at 466.6 kcal per mole.

Positions of all 63 atoms, in Å:
C1 0.4084 2.1475 -3.3089
H1 0.1234 1.1897 -2.8936
O1 1.5391 2.2252 -3.9179
C2 2.7189 2.1715 -3.1309
C3 3.9628 2.3900 -3.8057
C4 5.2899 2.0724 -2.9719
C5 5.3587 1.8454 -1.5283
C6 3.8895 1.7404 -1.1439
C7 2.7457 1.9169 -1.8788
O2 1.6422 1.8745 -0.9142
C8 2.1800 1.3665 0.2427
C9 3.5309 1.4317 0.1561
H2 4.0915 1.5134 1.1235
C10 1.1017 1.2796 1.4029
N1 -0.1425 0.8131 0.7357
C11 0.0033 -0.3829 0.1541
O3 -1.1403 -0.6615 -0.2932
N2 1.1683 -0.9861 -0.0238
C12 1.2279 -2.1718 -0.9532
C13 2.7740 -2.3772 -1.2177
C14 3.0470 -3.3291 -2.1937
C15 2.2330 -4.3567 -2.5135
C16 0.7575 -4.1484 -2.1982
C17 0.5221 -3.0603 -1.3028
H3 -0.7864 -2.8930 -1.3796
H4 -0.0960 -4.7166 -2.5480
Cl1 2.5254 -5.3768 -3.5196
H5 4.0111 -3.6608 -2.4169
H6 3.5914 -1.6182 -0.8745
H7 1.9281 -0.5047 0.3051
C18 -1.3813 1.4070 0.9466
H8 -2.1097 1.0777 0.2623
C19 -1.8632 1.4437 2.4740
C20 -2.3074 0.2188 2.8367
N3 -3.5369 -0.1332 2.1428
C21 -4.8011 -0.1151 2.9409
C22 -6.1058 -0.0123 1.9301
O4 -5.9566 -1.4414 1.7217
C23 -4.9190 -1.6844 0.7411
C24 -3.5354 -1.6843 1.5718
H9 -2.7779 -1.6669 1.1278
H10 -3.4558 -2.4442 2.4814
H11 -4.9630 -2.6200 0.3534
H12 -4.7854 -0.8103 -0.0669
H13 -6.8606 0.0575 2.5157
H14 -6.0803 0.7575 1.3378
H15 -4.7264 1.2048 3.4212
H16 -4.9101 -0.4715 3.9329
H17 -1.6701 -0.7014 2.4444
H18 -2.3311 -0.0577 3.8844
H19 -1.1134 1.7815 3.1025
H20 -2.7238 2.1644 2.4843
H21 -1.3981 2.4984 0.6676
C25 1.6787 0.6749 2.7329
H22 2.0179 -0.3286 2.5019
H23 0.9429 0.3412 3.5077
H24 2.4764 1.2743 2.9909
H25 0.9025 2.3506 1.7250
H26 6.0564 1.5293 -1.0717
H27 6.1711 1.9767 -3.2076
H28 3.9883 2.4405 -4.8212
H29 0.2247 2.9120 -2.5380
H30 -0.3530 2.3272 -4.2655

---

2.
Below is a molecular structure, C25H30ClN5NaO5S4 in a non-equilibrium geometry, with properties calculated with ωB97M-V/def2-TZVPD.

As for the HOMO-LUMO gap: 4.20 eV. The value obtained for the HOMO energy is -2.492 eV. The net charge is -1. The calculation puts the energy relative to the best compared isomer or geometry (same formula, charge and spin) at 19.6 kcal per mole.

Positions of all 71 atoms, in Å:
Na1 -0.2155 0.8549 -0.7032
C1 -3.4592 -2.6857 1.1664
C2 -4.4064 -1.5864 0.6773
S1 -3.8155 -0.5863 -0.7159
C3 -3.5932 -1.8638 -1.9852
C4 -2.6485 -1.3791 -3.0775
S2 -0.9226 -1.2102 -2.6017
C5 -0.3784 -2.9184 -2.4721
C6 1.0191 -2.9770 -1.8517
S3 1.1660 -2.7058 -0.0585
C7 0.1685 -4.0695 0.5958
C8 -0.8493 -3.5812 1.6217
S4 -1.7413 -2.1314 0.9789
H1 -3.6078 -3.6021 0.5897
H2 -3.6709 -2.9111 2.2124
H3 -4.5524 -0.8525 1.4719
H4 -5.3852 -2.0108 0.4417
H5 -4.5628 -2.1024 -2.4290
H6 -3.1925 -2.7624 -1.5147
H7 -2.9327 -0.3817 -3.4204
H8 -2.7087 -2.0492 -3.9398
H9 -0.3410 -3.3571 -3.4730
H10 -1.1033 -3.4813 -1.8803
H11 1.6623 -2.1983 -2.2668
H12 1.4741 -3.9398 -2.0941
H13 0.8255 -4.8156 1.0462
H14 -0.3528 -4.5364 -0.2390
H15 -0.3562 -3.3125 2.5544
H16 -1.5677 -4.3745 1.8371
O1 5.8736 -0.4457 0.0472
C9 5.7511 0.0705 1.2551
O2 6.7012 0.3700 1.9418
C10 4.3508 0.2339 1.7421
C11 3.9608 0.4835 3.0438
Cl1 4.9180 0.5902 4.4519
N1 2.6043 0.5592 3.0686
N2 2.0982 0.3637 1.8362
C12 3.1222 0.1803 1.0379
C13 2.8417 -0.0499 -0.4235
O3 3.7851 -0.5178 -1.1067
O4 1.6849 0.1974 -0.7756
C14 1.6656 0.7411 4.1218
C15 0.3841 0.2325 3.9266
C16 -0.5784 0.4048 4.9052
C17 -0.2787 1.0808 6.0806
C18 0.9981 1.5895 6.2598
C19 1.9736 1.4276 5.2861
H17 4.9643 -0.6005 -0.3815
H18 0.1583 -0.2825 3.0036
H19 -1.5742 0.0171 4.7398
H20 -1.0355 1.2198 6.8401
H21 1.2453 2.1355 7.1607
H22 2.9493 1.8659 5.4318
N3 -3.6011 1.4418 4.2265
C20 -2.5270 1.9498 3.5121
C21 -2.0198 1.2739 2.3918
N4 -0.9826 1.7302 1.7264
C22 -0.4164 2.8599 2.1569
C23 -0.9119 3.5113 3.2679
N5 -1.9712 3.0676 3.9482
H23 -4.2643 0.8982 3.6985
H24 -4.0227 2.1192 4.8438
H25 -2.4734 0.3527 2.0393
H26 0.4366 3.2330 1.6076
H27 -0.4550 4.4277 3.6220
C24 0.3640 3.3819 -2.1002
C25 -0.9227 2.6319 -2.5637
O5 -1.5309 2.1299 -1.5894
H28 0.5494 4.2527 -2.7315
H29 1.2041 2.6929 -2.2489
H30 0.3282 3.6794 -1.0412

---

3.
Below is a molecular structure, C25H30F5N2O4PPtS, with properties calculated with ωB97M-V/def2-TZVPD.

As for the HOMO-LUMO gap: 6.78 eV. The value obtained for the HOMO energy is -8.462 eV. The net charge is 0.

Positions of all 69 atoms, in Å:
Pt1 0.2948 1.6720 0.1546
O1 3.3598 2.0516 2.7349
C1 2.2898 2.0316 2.1947
O2 2.1108 1.5541 0.9704
C2 1.0243 2.5567 2.8274
C3 0.8831 3.0008 4.1237
C4 -0.3732 3.4496 4.5266
C5 -1.4369 3.4486 3.6364
C6 -1.2188 2.9910 2.3490
N1 -0.0167 2.5650 1.9945
C7 -2.2366 2.9259 1.2136
O3 -3.3988 3.1733 1.4535
O4 -1.7063 2.6017 0.0843
H1 1.7439 2.9939 4.7771
H2 -0.5174 3.8006 5.5396
H3 -2.4293 3.7848 3.9009
F1 6.7152 3.6762 -0.8517
C8 5.5194 3.1366 -1.0705
C9 4.4357 3.9512 -1.3552
F2 4.5988 5.2739 -1.4058
C10 3.1959 3.3802 -1.5807
F3 2.1742 4.1993 -1.8370
C11 2.9995 2.0065 -1.5274
S1 1.4235 1.2467 -1.8167
C12 4.1050 1.2189 -1.2255
F4 3.9841 -0.1064 -1.1232
C13 5.3582 1.7619 -1.0109
F5 6.4022 0.9835 -0.7290
C14 -3.2487 -0.3286 0.7532
C15 -2.1478 -1.4047 0.7802
C16 -1.3199 -1.1979 2.0587
C17 -2.8513 -2.7644 0.8761
P1 -0.9985 -1.1549 -0.6898
N2 -0.6697 0.3931 -0.9938
C18 0.5309 -2.2469 -0.4756
C19 1.2791 -2.3508 -1.8139
C20 1.5314 -1.6194 0.5115
C21 0.2320 -3.6669 0.0170
C22 -1.9058 -1.6068 -2.2768
C23 -3.3146 -0.9924 -2.2602
C24 -2.0549 -3.1202 -2.4852
C25 -1.1962 -1.0029 -3.4991
H4 -3.5814 -0.1483 1.7779
H5 -4.1177 -0.6559 0.1904
H6 -2.9112 0.6162 0.3404
H7 -2.0112 -1.1059 2.8991
H8 -0.7182 -0.2841 2.0257
H9 -0.6562 -2.0343 2.2688
H10 -3.4800 -2.7499 1.7709
H11 -2.1745 -3.6107 0.9670
H12 -3.5141 -2.9397 0.0305
H13 1.5018 -1.3702 -2.2293
H14 0.7482 -2.9468 -2.5514
H15 2.2309 -2.8496 -1.6183
H16 1.7952 -0.5979 0.2525
H17 2.4522 -2.2040 0.4501
H18 1.1948 -1.6519 1.5450
H19 -0.4486 -4.2177 -0.6297
H20 -0.1605 -3.6804 1.0318
H21 1.1786 -4.2132 0.0358
H22 -3.9828 -1.4930 -1.5633
H23 -3.7350 -1.1201 -3.2597
H24 -3.2947 0.0732 -2.0347
H25 -2.4860 -3.6347 -1.6285
H26 -1.1162 -3.6064 -2.7405
H27 -2.7360 -3.2698 -3.3266
H28 -1.0794 0.0728 -3.3946
H29 -1.8273 -1.2048 -4.3679
H30 -0.2206 -1.4389 -3.6913

---

4.
Below is a molecular structure, C25H30F5NO8SSiSn, with properties calculated with ωB97M-V/def2-TZVPD.

As for the HOMO-LUMO gap: 5.18 eV. The value obtained for the HOMO energy is -1.184 eV. The net charge is -2. The calculation puts the energy relative to the best compared isomer or geometry (same formula, charge and spin) at 91.0 kcal per mole.

Positions of all 72 atoms, in Å:
Sn1 -1.9655 -0.8722 -2.8427
C1 -2.7262 -0.0725 1.1174
C2 -1.4473 -0.2124 1.9324
C3 -1.4544 0.7398 3.1212
C4 -1.2789 -1.6494 2.3954
O1 -0.3084 0.0693 1.1196
Si1 0.2839 1.4307 0.4557
S1 1.7952 0.8329 -1.0321
O2 -0.8903 2.4777 0.0605
C5 -0.9483 3.8723 -0.2048
C6 -2.2681 4.0851 -0.9320
C7 -0.9346 4.6349 1.1153
C8 0.2220 4.2817 -1.0888
O3 1.1612 2.2629 1.5831
C9 2.3720 2.0129 2.2976
C10 3.5302 2.6610 1.5540
C11 2.1817 2.6796 3.6545
C12 2.6110 0.5189 2.4843
H1 -3.5965 -0.1555 1.7742
H2 -2.7966 -0.8687 0.3753
H3 -2.7597 0.8916 0.6050
H4 -2.3171 0.5356 3.7597
H5 -1.5062 1.7800 2.7907
H6 -0.5431 0.6169 3.7109
H7 -2.1365 -1.9642 2.9954
H8 -0.3707 -1.7518 2.9934
H9 -1.2016 -2.3076 1.5332
H10 -3.1047 3.7975 -0.2924
H11 -2.2936 3.4682 -1.8306
H12 -2.3883 5.1339 -1.2173
H13 -1.8213 4.3869 1.7036
H14 -0.9293 5.7124 0.9308
H15 -0.0494 4.3698 1.6941
H16 0.1855 3.7549 -2.0431
H17 1.1791 4.0228 -0.6311
H18 0.1912 5.3596 -1.2705
H19 3.3370 3.7294 1.4323
H20 3.6622 2.2423 0.5565
H21 4.4568 2.5327 2.1210
H22 2.0558 3.7569 3.5296
H23 3.0464 2.5002 4.2980
H24 1.2901 2.2846 4.1453
H25 2.7570 0.0126 1.5292
H26 1.7626 0.0499 2.9863
H27 3.5083 0.3649 3.0884
O4 4.8745 -2.1693 -4.0397
C13 3.9381 -2.8058 -4.5568
O5 3.9753 -3.7440 -5.3846
C14 2.5142 -2.3584 -4.1511
C15 1.3687 -3.0524 -4.6807
C16 0.1349 -2.6350 -4.3462
N1 -0.0880 -1.5569 -3.5146
C17 0.9814 -0.8789 -2.9713
C18 2.3151 -1.3096 -3.3229
C19 0.6405 0.1726 -2.1429
O6 2.4730 2.1182 -1.5000
O7 -0.7071 0.4076 -1.9505
H28 1.5314 -3.8860 -5.3473
H29 -0.7570 -3.1213 -4.7279
H30 3.1741 -0.7788 -2.9341
F1 -1.4475 -7.1679 1.1171
C20 -1.7945 -6.0400 0.4619
C21 -3.1197 -5.7592 0.1911
F2 -4.0732 -6.6274 0.5887
C22 -3.4765 -4.6023 -0.4748
F3 -4.7883 -4.3833 -0.7026
C23 -2.5366 -3.6510 -0.9080
O8 -2.8778 -2.5558 -1.5110
C24 -1.2000 -3.9808 -0.6161
F4 -0.2323 -3.1305 -0.9906
C25 -0.8345 -5.1339 0.0494
F5 0.4592 -5.3787 0.3070